A structure of composition C33H25BrN6O7V in a non-equilibrium geometry. Source: OMol25; level of theory: wB97M-V/def2-TZVPD.

Summary:
relative energy (zero: lowest compared OMol25 entry of this formula, charge and spin): 2.983 eV
max |F|: 4.03 eV/A
HOMO energy (alpha / beta): -1.03 / -2.28 eV
spin multiplicity: 4
charge: -2
⟨S²⟩: 3.783
frontier orbital gap (alpha / beta): 5.03 / 6.29 eV

Last column: Löwdin charge in e.
CARTESIAN COORDINATES (ANGSTROEM)
V 0.076 0.525 0.161  1.06
Br 4.453 -5.774 -1.269  0.57
C 3.260 -4.374 -0.592  -0.67
C 3.893 -3.511 0.348  -0.20
C 3.236 -2.377 0.715  -0.04
C 1.954 -2.008 0.211  -0.32
O 1.497 -0.836 0.397  -0.12
C 1.189 -2.991 -0.600  -0.20
C -0.960 -2.393 -0.504  -0.23
N -1.192 -1.128 0.126  -0.01
C -2.395 -0.963 0.635  -0.24
C -3.416 -1.912 0.795  -0.03
C -4.680 -1.608 1.406  -0.14
C -4.950 -0.374 1.838  -0.12
C -4.013 0.669 1.630  -0.16
C -4.277 2.062 1.809  -0.04
C -3.269 2.912 1.747  -0.07
C -1.977 2.539 1.307  -0.07
N -1.765 1.283 0.977  0.03
C -2.730 0.381 1.141  -0.13
C 2.054 -4.131 -1.192  -0.08
H 4.958 -3.712 0.630  0.09
H 3.663 -1.477 1.258  0.14
H -1.932 -2.728 -0.883  0.13
H -3.197 -3.016 0.635  0.11
H -5.320 -2.479 1.571  0.09
H -6.018 -0.124 2.278  0.13
H -5.343 2.353 1.920  0.12
H -3.371 3.964 1.840  0.09
H -1.098 3.170 1.251  0.12
H 1.749 -4.714 -2.099  0.10
C -0.594 -4.760 -0.090  -0.03
C -0.141 -3.384 0.233  -0.47
O -0.253 -3.283 1.618  0.04
C 0.171 -2.306 -1.610  -0.07
C 0.672 -1.100 -2.401  -0.25
C 1.351 -1.308 -3.764  -0.03
N 0.513 0.048 -1.951  -0.04
N 0.910 1.101 -2.689  0.09
C 0.356 2.167 -2.131  -0.47
O -0.521 2.199 -1.202  -0.10
C 0.544 3.393 -2.877  -0.13
C 0.176 4.578 -2.240  -0.01
C 0.227 5.798 -2.933  -0.11
C 0.621 5.881 -4.243  -0.12
C 1.021 4.688 -4.934  -0.10
C 0.998 3.492 -4.239  -0.03
H -1.529 -4.924 0.478  0.09
H 0.026 -5.559 0.357  0.09
H -0.596 -5.139 -1.086  0.07
H -0.006 -3.192 -2.336  0.16
H 0.753 -1.344 -4.680  0.06
H 1.991 -2.271 -3.715  0.10
H 1.967 -0.444 -4.029  0.05
H -0.236 4.536 -1.224  0.12
H -0.033 6.716 -2.334  0.11
H 0.567 6.832 -4.763  0.08
H 1.323 4.754 -5.947  0.07
H 1.388 2.627 -4.792  0.10
O 3.366 1.598 4.684  0.04
C 2.062 1.595 5.206  -0.48
O 1.874 1.694 6.383  0.08
C 1.108 1.035 4.286  -0.14
C 0.517 -0.225 4.500  -0.08
N -0.088 -0.615 3.346  0.02
N 0.257 0.253 2.402  -0.06
C 0.955 1.269 2.906  -0.18
C 1.469 2.380 2.010  -0.61
O 2.043 3.362 2.454  0.03
O 1.283 2.082 0.775  -0.11
H 3.204 1.689 3.685  0.12
H 0.399 -0.749 5.436  0.10
H -0.199 -2.395 1.959  0.05

***

A structure of composition C35H55N4OP2Pt in a non-equilibrium geometry. Source: OMol25; level of theory: wB97M-V/def2-TZVPD.

Summary:
relative energy (zero: lowest compared OMol25 entry of this formula, charge and spin): 0.000 eV
max |F|: 4.60 eV/A
HOMO energy (alpha / beta): -7.48 / -9.76 eV
spin multiplicity: 3
charge: +1
⟨S²⟩: 2.043
frontier orbital gap (alpha / beta): 5.53 / 5.42 eV

Last column: Löwdin charge in e.
CARTESIAN COORDINATES (ANGSTROEM)
C -2.330 0.904 -1.779  -0.32
C -2.747 -1.298 -0.980  -0.33
C -3.512 0.895 -2.527  0.00
C -4.014 -1.273 -1.626  0.00
C -4.379 -0.193 -2.396  -0.03
H -3.735 1.762 -3.132  0.12
H -4.646 -2.147 -1.482  0.12
H -5.343 -0.168 -2.900  0.12
N -1.970 -0.165 -1.081  0.00
P -0.546 2.380 -0.099  1.05
P -0.544 -2.467 0.272  1.01
C -1.412 2.126 -1.732  -0.26
H -0.640 2.012 -2.506  0.07
H -1.990 3.019 -2.001  0.08
C -2.238 -2.412 -0.277  -0.15
H -2.931 -3.243 -0.121  0.09
C 0.343 -3.404 -1.143  -0.66
C -0.523 -3.580 1.839  -0.65
C 1.013 3.459 -0.427  -0.65
C -1.940 3.348 0.812  -0.65
C 1.858 -3.199 -1.006  -0.09
H 2.259 -3.648 -0.090  0.07
H 2.362 -3.675 -1.862  0.09
H 2.113 -2.132 -1.009  0.04
C -0.003 -4.899 -1.122  -0.09
H 0.419 -5.423 -0.257  0.06
H -1.088 -5.061 -1.164  0.09
H 0.429 -5.371 -2.017  0.10
C -0.118 -2.846 -2.496  -0.10
H 0.413 -3.379 -3.303  0.09
H -1.193 -2.994 -2.650  0.08
H 0.114 -1.780 -2.586  0.04
C 0.924 -4.020 2.130  -0.09
H 1.613 -3.163 2.132  0.06
H 0.949 -4.467 3.136  0.10
H 1.289 -4.780 1.430  0.07
C -1.021 -2.826 3.080  -0.11
H -0.380 -1.976 3.325  0.04
H -2.068 -2.507 2.994  0.09
H -0.973 -3.519 3.938  0.10
C -1.447 -4.799 1.703  -0.09
H -1.166 -5.484 0.902  0.05
H -1.380 -5.366 2.644  0.10
H -2.490 -4.498 1.558  0.08
C -1.504 3.592 2.266  -0.09
H -2.254 4.237 2.752  0.10
H -1.449 2.656 2.834  0.06
H -0.540 4.112 2.336  0.06
C -3.264 2.561 0.814  -0.08
H -3.768 2.628 -0.161  0.08
H -3.153 1.509 1.092  0.06
H -3.931 3.029 1.557  0.10
C -2.255 4.699 0.145  -0.09
H -3.204 5.061 0.568  0.10
H -1.506 5.466 0.356  0.06
H -2.391 4.616 -0.940  0.07
C 1.330 3.417 -1.925  -0.11
H 0.540 3.871 -2.538  0.09
H 2.258 3.980 -2.110  0.10
H 1.501 2.386 -2.253  0.02
C 2.215 2.867 0.324  -0.10
H 2.393 1.821 0.045  0.05
H 3.110 3.454 0.065  0.10
H 2.089 2.910 1.412  0.05
C 0.857 4.932 -0.025  -0.09
H 0.116 5.446 -0.648  0.07
H 0.619 5.067 1.038  0.07
H 1.820 5.437 -0.205  0.10
Pt -0.161 -0.025 0.253  0.81
C -1.135 0.070 1.805  -0.47
O -1.841 0.135 2.732  0.06
N 1.120 0.032 -1.329  -0.01
C 1.793 0.052 -2.284  -0.08
C 2.750 -0.054 -3.451  -0.56
C 2.225 -1.107 -4.428  -0.04
C 2.848 1.286 -4.186  -0.05
C 4.133 -0.446 -2.925  -0.03
H 2.219 -2.103 -3.965  0.07
H 1.206 -0.852 -4.753  0.10
H 2.863 -1.151 -5.321  0.10
H 3.319 2.049 -3.554  0.09
H 3.466 1.175 -5.088  0.10
H 1.855 1.631 -4.505  0.10
H 4.854 -0.492 -3.752  0.10
H 4.492 0.299 -2.202  0.10
H 4.100 -1.432 -2.441  0.09
N -0.442 -0.198 7.780  0.17
C 0.099 -0.080 6.749  -0.16
C 0.759 0.140 5.481  -0.22
C 1.531 -0.845 4.856  -0.01
C 2.013 -0.592 3.559  -0.14
N 1.788 0.561 2.922  0.05
C 1.139 1.531 3.557  -0.16
C 0.595 1.371 4.839  0.00
H 1.774 -1.785 5.358  0.13
H 2.572 -1.355 3.013  0.10
H 1.028 2.484 3.037  0.08
H 0.073 2.201 5.318  0.13

***

A cluster of 2 separate species, C6H12N4O2S in total in a non-equilibrium geometry. Source: OMol25; level of theory: wB97M-V/def2-TZVPD.

Summary:
relative energy (zero: lowest compared OMol25 entry of this formula, charge and spin): 2.717 eV
max |F|: 4.50 eV/A
HOMO energy (alpha / beta): -8.88 / -8.46 eV
frontier orbital gap (alpha / beta): 8.12 / 6.90 eV

Last column: Löwdin charge in e.
CARTESIAN COORDINATES (ANGSTROEM)
C -0.755 0.896 1.899  -0.14
C -0.151 -1.110 1.884  -0.39
C -0.276 -2.628 1.801  -0.02
C -1.587 0.324 -1.672  -0.12
C 0.546 -0.787 -2.114  -0.12
C 1.520 1.841 1.444  0.10
N -1.241 -0.329 2.045  0.12
N 0.944 -0.440 1.552  0.14
N 0.561 0.869 1.650  -0.18
N -0.198 0.425 -1.998  -0.35
O 2.056 1.695 -2.294  -0.32
O 0.070 2.976 -1.842  -0.35
S 0.809 1.750 -1.629  0.73
H -1.241 1.794 2.090  0.11
H 0.617 -3.176 1.723  0.05
H -0.657 -3.006 2.726  0.06
H -0.764 -3.097 0.953  0.07
H -1.950 -0.620 -1.086  0.12
H -1.814 1.212 -1.166  0.04
H -2.334 0.383 -2.611  0.13
H 1.472 -0.685 -1.764  0.02
H 0.133 -1.714 -1.531  0.13
H 0.547 -1.011 -3.138  0.08
H 2.507 1.672 1.711  0.06
H 1.185 2.766 1.367  0.02

***

An isolated molecule of CH4Cl2O2Si in a non-equilibrium geometry. Source: OMol25; level of theory: wB97M-V/def2-TZVPD.

Summary:
relative energy (zero: lowest compared OMol25 entry of this formula, charge and spin): 0.000 eV
max |F|: 6.16 eV/A
HOMO energy: -10.89 eV
frontier orbital gap: 11.39 eV

Last column: Löwdin charge in e.
CARTESIAN COORDINATES (ANGSTROEM)
C 1.088 0.614 1.067  -0.20
O 0.626 0.463 -0.223  -0.30
Si -0.814 -0.038 -0.721  -0.49
O -0.546 -1.838 -0.911  -0.24
Cl -2.209 0.232 0.579  0.52
Cl -1.046 0.724 -2.598  0.38
H 0.857 -0.086 1.970  0.11
H 0.716 1.649 1.530  0.11
H 2.202 0.682 0.904  0.10
H -0.873 -2.402 -1.597  0.01

***

A cluster of 2 separate species, C2H3N2S in total in a non-equilibrium geometry. Source: OMol25; level of theory: wB97M-V/def2-TZVPD.

Summary:
relative energy (zero: lowest compared OMol25 entry of this formula, charge and spin): 1.913 eV
max |F|: 11.35 eV/A
HOMO energy (alpha / beta): -14.53 / -14.53 eV
charge: +1
frontier orbital gap (alpha / beta): 7.48 / 7.48 eV

Last column: Löwdin charge in e.
CARTESIAN COORDINATES (ANGSTROEM)
C 0.503 -1.013 -0.107  0.07
C -0.120 0.035 -0.094  -0.37
N -2.511 -1.788 -0.411  -0.33
N -1.005 0.756 -0.149  0.06
S -3.035 -0.552 -0.053  1.12
H 0.434 -1.586 0.839  0.13
H 1.284 -1.131 -0.955  0.15
H -1.285 1.544 0.513  0.16

***

An isolated molecule of C4H12N2S in a non-equilibrium geometry. Source: OMol25; level of theory: wB97M-V/def2-TZVPD.

Summary:
relative energy (zero: lowest compared OMol25 entry of this formula, charge and spin): 1.897 eV
max |F|: 5.62 eV/A
HOMO energy: -8.48 eV
frontier orbital gap: 9.40 eV

Last column: Löwdin charge in e.
CARTESIAN COORDINATES (ANGSTROEM)
N -1.224 -2.147 -1.381  0.00
C -0.118 -2.049 -0.390  -0.29
C 0.859 -0.925 -0.681  -0.24
N 0.125 0.309 -0.856  -0.07
C -0.223 0.984 0.446  -0.29
C 0.668 2.245 0.753  -0.47
S 0.341 2.641 2.624  0.58
H -0.888 -2.624 -2.239  0.08
H -1.850 -2.755 -0.832  0.07
H -0.514 -1.653 0.505  0.08
H 0.423 -2.943 -0.121  0.10
H 1.581 -0.920 0.158  0.13
H 1.363 -1.026 -1.628  0.10
H -0.651 0.535 -1.390  0.07
H -1.277 1.389 0.484  0.11
H -0.071 0.346 1.347  0.08
H 0.593 3.300 0.406  0.06
H 1.654 1.959 0.651  0.02
H -0.792 3.333 2.145  -0.12